Model A:
ORCA calculation (ωB97M-V/def2-TZVPD) on one molecule with the formula C4H7FO.

```
13
C4H7FO, DFT ωB97M-V/def2-TZVPD
H -1.942 -0.477 -0.109
H 1.057 1.138 1.334
C 0.443 0.680 0.548
C 0.132 -0.717 0.825
H -0.523 -0.824 1.814
O -0.235 -0.158 -1.433
H 0.182 1.676 -1.639
C 0.602 0.946 -0.892
H 1.681 1.003 -1.117
H -0.640 1.155 0.765
F 1.348 -1.236 0.813
H -1.220 -2.229 -0.540
C -0.885 -0.957 -0.370
```

Results
- LUMO level (eV) = 0.894
- HOMO-LUMO gap (eV) = 10.3697
- structure (SMILES) = F[C@H]1CCOC1

Model B:
ORCA calculation (ωB97M-V/def2-TZVPD) on C4H7FO as an isolated structure.

```
13
C4H7FO, DFT ωB97M-V/def2-TZVPD
O -1.537 0.369 0.673
C 1.291 -0.779 0.798
H 0.226 1.613 1.242
F 1.150 0.033 -1.368
H 0.580 -0.858 1.714
H -0.392 1.955 -0.361
H 2.267 -0.296 0.948
H -1.289 -1.733 -0.007
C 0.327 -0.113 -0.185
C -1.118 -0.593 -0.296
C -0.368 1.187 0.395
H -1.650 -0.352 -1.315
H 1.417 -1.793 0.445
```

Results
- LUMO level (eV) = 0.993
- HOMO-LUMO gap (eV) = 11.2700

Model C:
ORCA calculation (ωB97M-V/def2-TZVPD) on one molecule with the formula C4H7FO.

```
13
C4H7FO, DFT ωB97M-V/def2-TZVPD
O -1.986 -0.631 -0.664
H 1.038 -1.972 0.334
H -1.673 -1.474 -1.031
C 1.180 -0.935 0.005
H -1.580 0.498 1.040
H 1.639 1.490 -0.364
F 2.513 -0.707 -0.292
C 0.552 1.382 -0.233
C 0.290 0.026 0.116
H 0.041 1.734 -1.158
H -1.104 -1.142 1.209
C -1.116 -0.309 0.470
H 0.208 2.042 0.568
```

Results
- LUMO level (eV) = 0.862
- HOMO-LUMO gap (eV) = 10.5536
- structure (SMILES) = C/C(=C\F)CO

Which of them is the most stable? Correct choice: model C.

Model A:
ORCA calculation (ωB97M-V/def2-TZVPD) on a 2-piece molecular cluster, C3H8S overall.

```
12
C3H8S, DFT ωB97M-V/def2-TZVPD
H -1.035 0.616 1.365
H -1.285 -1.605 -0.693
H -1.366 2.174 -0.639
C -0.970 1.162 -0.690
S 1.826 -0.285 0.107
C -1.486 0.282 0.426
H 0.125 1.119 -0.645
H 0.141 -1.154 0.229
H -1.237 -1.794 1.086
H -2.556 0.318 0.591
H -1.241 0.731 -1.667
C -0.999 -1.141 0.247
```

Results
- LUMO level (eV) = -2.804
- HOMO-LUMO gap (eV) = 6.4819

Model B:
ORCA calculation (ωB97M-V/def2-TZVPD) on a 2-piece molecular cluster, C3H8S overall.

```
12
C3H8S, DFT ωB97M-V/def2-TZVPD
H -1.358 1.664 2.006
H -0.267 -2.184 -2.588
C -0.916 0.830 1.459
H 0.634 -3.289 -0.739
C 0.297 -2.274 -0.580
H 0.108 -0.550 -1.915
H 0.469 -1.688 0.314
H -1.766 0.397 0.926
H -0.236 2.326 -0.330
H -0.522 0.049 2.105
C 0.023 -1.609 -1.711
S 0.406 1.371 0.344
```

Results
- LUMO level (eV) = 0.925
- HOMO-LUMO gap (eV) = 10.0246
- structure (SMILES) = C=C.CS

Model C:
ORCA calculation (ωB97M-V/def2-TZVPD) on a 2-piece molecular cluster, C3H8S overall.

```
12
C3H8S, DFT ωB97M-V/def2-TZVPD
H -2.220 -0.283 -0.893
H 0.220 1.027 -0.807
C 0.987 -0.491 0.393
H -0.012 -0.487 -1.528
H 0.724 -0.465 1.450
H 1.536 1.830 0.461
H -1.595 -0.773 0.742
S 2.608 0.279 0.013
H 1.266 -1.567 0.363
C -0.083 0.003 -0.547
H -1.904 0.928 0.384
C -1.527 0.000 -0.031
```

Results
- LUMO level (eV) = -0.665
- HOMO-LUMO gap (eV) = 8.4571

Which of them is the most stable? Correct choice: model B.

Model A:
ORCA calculation (ωB97M-V/def2-TZVPD) on one molecule with the formula C3H8O2.

```
13
C3H8O2, DFT ωB97M-V/def2-TZVPD
H -1.230 -0.986 1.194
H -1.615 -1.685 -0.384
C 0.416 1.089 0.148
H 0.324 1.081 1.245
H -1.647 0.808 -0.379
O 1.657 0.507 -0.256
C -0.853 -1.114 0.164
H 1.071 -1.260 0.025
H 2.366 0.871 0.287
O 0.334 -1.874 0.170
H 0.363 2.134 -0.191
H -0.486 0.164 -1.548
C -0.699 0.264 -0.477
```

Results
- LUMO level (eV) = 0.769
- HOMO-LUMO gap (eV) = 10.6292
- structure (SMILES) = OCCCO

Model B:
ORCA calculation (ωB97M-V/def2-TZVPD) on a 2-piece molecular cluster, C3H8O2 overall.

```
13
C3H8O2, DFT ωB97M-V/def2-TZVPD
O -0.210 1.709 -0.247
H 1.703 -0.849 1.539
H -0.335 -2.997 0.796
H 0.802 1.607 -2.119
C 0.151 0.960 -1.470
C -0.195 -1.857 0.666
H -0.857 0.684 -1.994
C 0.591 -0.860 1.319
H -0.900 -1.431 -0.149
H -0.984 2.213 -0.455
O 0.126 0.213 1.937
H 0.662 -0.015 -1.222
H -0.554 0.624 1.401
```

Results
- LUMO level (eV) = 0.733
- HOMO-LUMO gap (eV) = 8.5699
- structure (SMILES) = C=CO.CO

Which of them is the most stable? Correct choice: model A.